1.
Density functional theory data (wB97M-V/def2-TZVPD) for a 2-piece molecular cluster, C13H11IO overall at a distorted geometry.

Values from the calculation:
Total energy = -23802.583 eV
Total charge = 0
Strongest force on any atom = 4.3 eV/A

Last column: Mulliken charge in e.
Cartesian coordinates (Å):
C: -2.37777 1.73144 -1.78865  -0.751
C: 0.44162 -1.51966 3.50117  -0.261
C: -1.17138 2.43601 -1.66302  -0.443
C: -2.25062 0.36445 -1.75996  -0.111
C: -0.68883 -1.44843 2.71748  -0.498
C: 1.71684 -1.13096 3.02161  -0.383
C: 0.03393 1.79651 -1.65603  -0.940
C: -1.03742 -0.31462 -1.92344  -0.809
C: -0.54273 -0.93501 1.42112  -0.013
C: 1.82187 -0.65700 1.72797  -0.628
C: 0.21009 0.40558 -1.73917  1.771
C: 0.67610 -0.65206 0.97589  0.287
C: 1.50089 -0.17167 -1.86465  0.058
O: 2.63112 0.55959 -2.00010  -0.521
I: 1.77724 -2.16169 -2.25975  0.102
H: -3.33529 2.22305 -1.70727  0.376
H: 0.42810 -1.89383 4.57941  0.260
H: -1.29282 3.53988 -1.48705  0.286
H: -3.16913 -0.31015 -1.68759  0.283
H: -1.63465 -1.92882 3.17831  0.246
H: 2.67967 -1.30372 3.56343  0.286
H: 0.88184 2.43665 -1.37782  0.135
H: -0.96303 -1.37522 -1.73483  0.251
H: -1.43269 -0.85162 0.74914  0.205
H: 2.63937 -0.28204 1.25498  0.519
H: 2.45770 1.44334 -2.04120  0.292

Cartesian forces (eV/Å) of the 6 atoms listed first:
0.9 0.2 0.7
1.6 -0.5 2.0
-1.7 1.4 0.0
-1.3 -2.7 -1.0
-0.9 -1.0 1.2
0.5 -0.4 0.2

=====

2.
Density functional theory data (wB97M-V/def2-TZVPD) for C42H43Cl2N4O4STi as an isolated structure at a distorted geometry.

Values from the calculation:
Total energy = -117396.074 eV
Total charge = -1
Strongest force on any atom = 1.0 eV/A

Last column: Mulliken charge in e.
Cartesian coordinates (Å):
Ti: 0.90010 0.56329 1.52267  -1.834
C: 4.33626 -2.10629 0.23567  -1.312
N: 4.29021 -0.66344 0.12216  0.662
C: 5.30668 -0.18387 -0.78768  -1.122
C: 4.36932 -0.02950 1.44018  -1.463
C: 3.97526 1.42955 1.38010  1.072
C: 4.99385 2.37808 1.30807  -0.554
C: 4.72291 3.72050 1.10111  -0.577
C: 3.40644 4.12069 0.94796  -1.140
C: 2.38747 3.18310 1.05554  -0.027
C: 2.62857 1.82427 1.29820  0.770
H: 5.28999 -2.46143 0.66797  0.365
H: 4.22704 -2.55542 -0.75365  0.329
H: 3.51183 -2.44874 0.85997  0.316
H: 5.18335 -0.66256 -1.76160  0.300
H: 5.21631 0.89269 -0.92465  0.315
H: 6.33219 -0.39620 -0.42728  0.365
H: 5.39349 -0.11597 1.85157  0.507
H: 3.70284 -0.57588 2.10898  0.316
H: 6.02247 2.04357 1.40264  0.358
H: 5.53183 4.43995 1.04703  0.375
H: 3.16450 5.16183 0.76529  0.465
H: 1.37304 3.54413 0.95456  0.216
C: -3.43081 1.47617 -5.09493  -1.060
O: -2.92519 2.00392 -3.88679  -0.361
C: -3.79856 2.12652 -2.84513  1.103
C: -5.17348 2.07301 -2.96016  -0.488
C: -5.96800 2.17895 -1.82034  -0.685
C: -5.37889 2.31407 -0.58098  -1.220
C: -3.99363 2.36150 -0.45812  -0.268
C: -3.19160 2.29237 -1.58791  -0.004
N: -1.78630 2.30354 -1.58886  -0.313
C: -1.03812 2.10611 -0.43588  -0.704
N: -1.20717 3.08686 0.45690  0.312
C: -0.95093 3.13026 1.84139  -0.563
C: -0.14158 2.21790 2.50082  1.288
C: 0.00480 2.43190 3.88394  -0.655
C: -0.60855 3.48104 4.53748  -1.206
C: -1.41143 4.38523 3.84640  -0.517
C: -1.58300 4.20405 2.49115  0.972
O: -2.34400 5.02366 1.68543  -0.391
C: -3.14668 5.98665 2.33010  -1.019
N: -0.21237 1.09992 -0.31884  1.924
C: -0.36314 0.11527 -1.36783  -0.946
C: -1.43123 -0.78266 -1.27168  -0.523
C: -1.68304 -1.72529 -2.24655  -1.354
C: -0.85492 -1.78872 -3.35926  -0.699
C: 0.19917 -0.90934 -3.47400  -0.693
C: 0.46547 0.05368 -2.49513  1.365
O: 1.49741 0.88069 -2.81669  -0.625
C: 2.31218 1.44401 -1.79235  -0.690
H: -2.56597 1.30178 -5.72990  0.272
H: -4.10561 2.18332 -5.58641  0.350
H: -3.95221 0.53133 -4.91949  0.432
H: -5.63155 1.93910 -3.93018  0.395
H: -7.04525 2.13384 -1.91288  0.384
H: -5.98606 2.35969 0.31334  0.414
H: -3.55167 2.41867 0.52639  0.363
H: -1.42289 1.80953 -2.39297  0.695
H: -1.78655 3.84521 0.12763  0.437
H: 0.61663 1.74997 4.45533  0.388
H: -0.46729 3.60540 5.60480  0.406
H: -1.88826 5.20441 4.36564  0.414
H: -3.76358 6.43663 1.55531  0.276
H: -2.53713 6.76231 2.80294  0.341
H: -3.78618 5.52114 3.08551  0.424
H: -2.04723 -0.73615 -0.38523  0.449
H: -2.50932 -2.41441 -2.12774  0.577
H: -1.02347 -2.52928 -4.13173  0.491
H: 0.86626 -0.93677 -4.32625  0.530
H: 3.19011 1.83495 -2.30585  0.364
H: 2.62628 0.68472 -1.07618  0.177
H: 1.80510 2.25892 -1.27626  0.184
C: 0.33247 -8.30221 1.33009  -1.010
C: -0.45233 -8.96120 0.22959  0.696
O: -0.69708 -10.14060 0.20136  -0.567
S: -1.06797 -7.95062 -1.10806  -0.145
C: -0.49739 -6.31316 -0.71122  -0.385
C: 0.69020 -5.84030 -1.26020  -0.581
C: 1.14276 -4.57021 -0.95490  -0.255
C: 0.41218 -3.75073 -0.08841  0.271
C: -0.79029 -4.22680 0.45433  -0.051
C: -1.23910 -5.49399 0.13482  -0.609
C: 0.83464 -2.43083 0.22858  -0.463
C: 1.19706 -1.29870 0.50064  0.899
H: -0.32075 -7.64205 1.90155  0.298
H: 1.13310 -7.68249 0.93262  0.329
H: 0.72778 -9.08463 1.97413  0.314
H: 1.25847 -6.47589 -1.92864  0.414
H: 2.06096 -4.19439 -1.38701  0.491
H: -1.36038 -3.58929 1.12044  0.511
H: -2.17129 -5.85737 0.55077  0.485
Cl: -1.53597 -0.47396 2.16790  0.012
C: -1.79672 -1.91918 3.36945  -1.021
Cl: 1.57109 -0.43756 3.45156  -0.437
H: -0.90555 -2.54832 3.20840  0.102
H: -1.68241 -1.45342 4.35937  0.259

Cartesian forces (eV/Å) of the 6 atoms listed first:
0.1 -0.6 0.8
0.1 0.0 0.1
0.1 0.0 0.1
0.0 0.0 0.0
0.0 0.0 0.0
0.0 -0.2 -0.1

=====

3.
Density functional theory data (wB97M-V/def2-TZVPD) for one molecule with the formula C7H12S at a distorted geometry.

Values from the calculation:
Total energy = -18285.841 eV
SMILES = C1C[C@@H]2CC[C@H](C1)S2
Total charge = 0
Strongest force on any atom = 4.2 eV/A

Last column: Mulliken charge in e.
Cartesian coordinates (Å):
C: -1.12320 -0.86354 -1.23757  -0.685
C: 0.42655 -1.09320 -1.10217  -0.777
C: 0.86630 -1.02812 0.39885  0.046
C: 1.58290 0.27506 0.73943  -0.897
C: 0.42565 1.34883 1.13326  -0.785
C: -1.04605 0.63949 0.86377  0.033
C: -1.41865 0.58697 -0.70281  -0.663
H: -1.61644 -1.60032 -0.50804  0.371
H: -1.42067 -1.03503 -2.46889  0.265
H: 0.62298 -2.21678 -1.30935  0.235
H: 0.78322 -0.38844 -1.84433  0.429
H: 1.28560 -2.01706 0.73153  0.531
H: 2.23207 0.61520 -0.10806  0.306
H: 2.46463 0.13265 1.55032  0.266
H: 0.83765 1.47114 2.33632  0.254
H: 0.62027 2.44561 0.81992  0.338
H: -1.79325 1.16226 1.43479  0.458
H: -2.42365 1.06149 -0.93473  0.325
H: -0.69900 1.36256 -1.33978  0.225
S: -0.60690 -0.85877 1.54752  -0.276

Cartesian forces (eV/Å) of the 6 atoms listed first:
-0.7 -0.3 -1.6
-2.1 -2.8 0.6
-0.7 0.4 0.6
2.3 0.7 0.3
2.4 1.1 2.6
2.6 3.0 -1.4

=====

4.
Density functional theory data (wB97M-V/def2-TZVPD) for one molecule with the formula C2H4N2O at a distorted geometry.

Values from the calculation:
Total energy = -7163.231 eV
SMILES = CONC#N
Total charge = 0
Strongest force on any atom = 3.7 eV/A

Last column: Mulliken charge in e.
Cartesian coordinates (Å):
C: -1.52878 -0.13628 0.25019  0.507
C: 1.09657 0.51394 0.11351  -0.483
N: -2.43636 0.43596 0.67569  -0.405
N: -0.61882 -0.94715 -0.23235  -0.337
O: 0.52688 -0.34099 -0.89135  -0.237
H: 0.30441 1.04993 0.72601  0.218
H: 1.84973 1.15281 -0.38642  0.219
H: 1.63820 -0.17831 0.77529  0.234
H: -0.83183 -1.54992 -1.03057  0.284

Cartesian forces (eV/Å) of the 6 atoms listed first:
-1.9 0.6 -0.3
0.7 -0.5 0.4
0.3 0.2 0.2
2.4 -1.9 -2.0
-0.6 1.5 1.2
1.1 -0.2 -1.0

=====

5.
Density functional theory data (wB97M-V/def2-TZVPD) for C3H2N2S2 as an isolated structure at a distorted geometry.

Values from the calculation:
Total energy = -27791.661 eV
Total charge = 0
Strongest force on any atom = 3.3 eV/A

Last column: Mulliken charge in e.
Cartesian coordinates (Å):
C: 1.21028 0.61121 -0.01463  -0.352
C: 0.86677 -0.69899 -0.02711  -0.068
C: -0.88415 0.64998 0.17041  0.291
N: 0.13986 1.43685 0.10595  -0.555
N: -0.49834 -0.73070 0.04506  0.081
S: -2.62541 0.56888 -0.02132  -0.149
S: -2.01278 -1.45595 0.03374  -0.015
H: 2.14663 1.01966 0.10570  0.464
H: 1.65715 -1.40095 -0.39781  0.304

Cartesian forces (eV/Å) of the 6 atoms listed first:
-1.5 0.0 0.7
1.9 -1.3 -1.4
1.6 -2.2 -0.8
-1.3 1.0 0.3
-0.2 3.2 0.5
0.0 -0.2 0.3

=====

6.
Density functional theory data (wB97M-V/def2-TZVPD) for C7H14OPSSn as an isolated structure at a distorted geometry.

Values from the calculation:
Total energy = -35483.829 eV
Total charge = -1
Strongest force on any atom = 3.5 eV/A

Last column: Mulliken charge in e.
Cartesian coordinates (Å):
C: 0.49050 -0.50072 -3.81054  -0.536
C: -0.72333 -1.25223 -3.83827  -0.562
C: -0.56359 -2.35562 -2.93547  -0.414
C: 0.78497 -2.35675 -2.46721  -0.658
C: 1.42487 -1.17901 -2.95514  -0.705
Sn: 1.26459 1.32910 -0.04277  0.049
P: -0.69830 3.52587 0.00948  -0.266
H: 0.67928 0.42523 -4.35047  0.359
H: -1.62955 -0.99384 -4.38518  0.368
H: -1.33029 -3.09381 -2.70033  0.370
H: 2.44379 -0.85879 -2.74447  0.507
H: 1.23428 -3.09697 -1.81729  0.355
H: -1.89600 3.73976 0.78845  0.069
H: -1.24986 3.75546 -1.30358  0.094
H: -0.04040 4.78486 0.20361  0.069
C: -0.50368 1.10474 3.45516  -0.704
S: 0.85702 0.12300 2.81479  0.483
C: 0.37914 -1.49942 3.41620  -0.958
O: 0.44863 -0.03965 1.25837  -0.636
H: -0.24920 1.37345 4.48419  0.327
H: -1.41657 0.49925 3.43562  0.284
H: -0.61270 2.02227 2.86737  0.110
H: -0.71258 -1.59319 3.38206  0.291
H: 0.87062 -2.25266 2.79346  0.339
H: 0.74832 -1.61032 4.44197  0.365

Cartesian forces (eV/Å) of the 6 atoms listed first:
0.1 -0.9 0.4
0.8 0.0 1.0
0.6 0.3 -0.7
-0.6 0.9 -0.2
-1.0 -0.2 -0.7
0.7 1.5 -1.1